A 39-piece molecular cluster, C2H80O40 overall. Source: the Open Molecules 2025 dataset; level of theory: wB97M-V/def2-TZVPD.

```
122
Properties=species:S:1:pos:R:3
O -0.700 0.556 -3.488
H -0.579 0.706 -2.547
H -1.495 0.044 -3.654
H 0.082 0.091 -3.793
C 0.264 -0.071 0.820
C -0.516 0.313 -0.464
O -0.353 1.438 -0.905
O -1.323 -0.466 -0.968
H 0.098 -1.099 1.143
H -0.158 0.551 1.609
H 1.314 0.213 0.751
O 4.176 3.169 -1.496
H 4.781 3.904 -1.601
H 3.318 3.580 -1.381
O -3.886 0.142 -0.393
H -4.231 0.787 -1.011
H -3.063 -0.150 -0.786
O 0.262 4.761 4.695
H 1.012 4.980 4.143
H -0.242 4.133 4.178
O -3.540 3.012 3.700
H -4.170 2.525 4.232
H -3.499 2.528 2.875
O 2.506 -0.231 3.706
H 1.592 -0.509 3.764
H 2.995 -1.041 3.561
O -2.190 -6.075 -1.116
H -2.814 -6.148 -0.394
H -2.030 -5.135 -1.200
O 2.630 2.396 2.416
H 1.686 2.514 2.308
H 2.726 1.492 2.716
O 1.329 -1.082 -4.466
H 1.675 -0.759 -5.297
H 1.234 -2.026 -4.595
O -0.745 5.806 -2.180
H -0.293 5.117 -2.666
H -0.104 6.106 -1.536
O 2.177 2.290 -4.389
H 1.887 2.660 -3.555
H 1.380 2.229 -4.914
O -2.803 -3.993 4.800
H -2.008 -3.987 5.334
H -2.702 -3.244 4.212
O 1.319 5.636 -0.254
H 2.016 6.275 -0.109
H 0.967 5.461 0.619
O 4.938 -1.764 -1.637
H 5.241 -0.994 -1.156
H 3.997 -1.624 -1.746
O 2.660 -5.681 1.171
H 1.767 -5.409 0.960
H 3.205 -5.246 0.514
O -0.039 -4.558 1.258
H 0.329 -4.437 2.133
H -0.901 -4.944 1.412
O 2.650 1.390 6.533
H 1.866 0.904 6.789
H 2.515 1.595 5.608
O 1.063 3.539 -1.878
H 1.016 4.285 -1.281
H 0.707 2.806 -1.375
O -2.560 -1.336 -4.054
H -3.501 -1.227 -3.915
H -2.469 -2.225 -4.397
O -2.332 -3.228 -1.451
H -1.885 -2.507 -1.007
H -3.260 -3.089 -1.261
O 6.008 -0.880 2.706
H 5.185 -1.275 2.993
H 6.678 -1.309 3.237
O 5.959 0.742 -0.532
H 6.496 1.002 0.217
H 5.263 1.397 -0.568
O 4.338 -4.590 -0.885
H 4.160 -4.894 -1.774
H 3.934 -3.723 -0.843
O 0.958 -3.747 -3.612
H 0.509 -3.852 -2.774
H 1.605 -4.453 -3.627
O -2.768 -1.359 3.696
H -2.671 -0.630 3.083
H -3.714 -1.460 3.801
O 4.423 3.955 1.102
H 4.526 3.632 0.207
H 3.828 3.330 1.516
O 2.455 -1.439 -2.006
H 1.940 -1.347 -2.807
H 1.852 -1.837 -1.378
O -1.533 5.435 0.980
H -2.070 5.996 1.539
H -1.602 5.826 0.109
O -2.022 -4.172 -4.414
H -1.748 -3.690 -3.634
H -1.291 -4.761 -4.602
O -2.878 1.349 1.726
H -1.975 1.411 1.415
H -3.358 0.962 0.993
O 0.018 3.264 1.638
H -0.034 2.895 0.756
H -0.518 4.057 1.597
O -4.722 -2.720 -0.604
H -4.505 -1.860 -0.245
H -5.074 -3.209 0.139
O -3.848 4.811 -2.018
H -4.498 5.507 -1.926
H -3.031 5.270 -2.213
O -0.085 -1.263 4.975
H -0.336 -0.917 5.831
H -0.904 -1.294 4.479
O -5.075 -0.110 -3.495
H -4.294 0.406 -3.299
H -5.567 0.426 -4.118
O -2.824 2.086 -2.367
H -2.206 2.273 -1.660
H -2.820 2.877 -2.906
O -2.689 -5.059 1.874
H -3.571 -4.713 2.010
H -2.582 -5.720 2.557
O 0.929 -2.765 -0.306
H 0.491 -3.416 0.242
H 0.266 -2.090 -0.453
```

HOMO level in eV: -9.39
LUMO level in eV: -0.619
Total charge: 0
Kohn-Sham gap in eV: 8.8

---

A 2-piece molecular cluster, C2H8BN overall. Source: the Open Molecules 2025 dataset; level of theory: wB97M-V/def2-TZVPD.

```
12
Properties=species:S:1:pos:R:3
B -1.376 -1.335 0.045
C 2.312 -0.243 -0.009
C -0.912 1.262 -0.040
N -0.864 -0.128 -0.076
H -0.729 -2.306 -0.104
H -2.526 -1.482 0.311
H 2.217 -0.548 1.008
H 2.383 -0.978 -0.783
H 2.296 0.800 -0.266
H -1.939 1.614 0.138
H -0.283 1.655 0.769
H -0.578 1.689 -0.994
```

HOMO level (alpha / beta) in eV: -9.39 / -8.85
LUMO level (alpha / beta) in eV: 0.199 / -0.767
Total charge: 0
Kohn-Sham gap (alpha / beta) in eV: 9.6 / 8.1
Energy above the lowest of the compared OMol25 structures with the same formula, charge and spin in kcal/mol: 111.5

---

C2H8Cl2N3OP as an isolated structure. Source: the Open Molecules 2025 dataset; level of theory: wB97M-V/def2-TZVPD.

```
17
Properties=species:S:1:pos:R:3
C -1.338 -1.258 -0.218
C 0.150 -0.419 1.471
N 1.309 2.836 -1.978
N 0.810 -2.005 -2.075
N 0.026 -1.216 0.256
O 2.579 -1.311 -0.075
P 1.288 -1.457 -0.714
Cl 1.070 1.119 -1.846
Cl 2.001 -2.537 -3.175
H -2.029 -2.134 0.099
H -1.744 -0.383 0.033
H -1.158 -1.393 -1.313
H -0.445 0.385 1.434
H 0.065 -0.976 2.497
H 1.271 -0.126 1.492
H 1.176 2.919 -2.962
H 2.223 3.068 -1.613
```

HOMO level in eV: -9.28
LUMO level in eV: 0.091
Total charge: 0
Kohn-Sham gap in eV: 9.4
Energy above the lowest of the compared OMol25 structures with the same formula, charge and spin in kcal/mol: 134.2

---

One molecule with the formula C2H8Cl2OSi2. Source: the Open Molecules 2025 dataset; level of theory: wB97M-V/def2-TZVPD.

```
15
Properties=species:S:1:pos:R:3
C 0.241 -0.701 -1.567
Si -0.014 -0.582 0.314
C 0.999 0.874 1.010
O -1.556 -0.415 0.707
Si -3.545 0.172 0.561
Cl -3.497 1.756 -0.609
Cl -4.423 -1.400 -0.240
H -0.486 -1.372 -2.016
H 0.140 0.266 -2.055
H 1.229 -1.083 -1.804
H 0.375 -1.848 0.955
H 1.869 0.519 1.553
H 1.355 1.543 0.231
H 0.404 1.463 1.703
H -3.773 0.391 1.963
```

HOMO level in eV: -9.70
LUMO level in eV: 0.408
Total charge: 0
Kohn-Sham gap in eV: 10.1
Energy above the lowest of the compared OMol25 structures with the same formula, charge and spin in kcal/mol: 30.1

---

A 2-piece molecular cluster, C2H8Cl2Si2 overall. Source: the Open Molecules 2025 dataset; level of theory: wB97M-V/def2-TZVPD.

```
14
Properties=species:S:1:pos:R:3
Si 1.208 1.524 -0.721
Si 2.515 -0.186 0.261
Cl 2.353 -1.952 -0.444
Cl 4.555 0.346 0.430
H 0.624 2.681 0.157
H -0.017 0.783 -1.276
H 1.946 2.161 -1.929
H 2.142 -0.093 1.776
C -2.120 -1.285 -0.335
C -1.207 -1.305 0.602
H -2.699 -0.438 -0.631
H -2.605 -2.048 -0.796
H -0.952 -0.400 0.990
H -0.814 -2.291 0.924
```

HOMO level in eV: -10.12
LUMO level in eV: 0.428
Total charge: 0
Kohn-Sham gap in eV: 10.6
Energy above the lowest of the compared OMol25 structures with the same formula, charge and spin in kcal/mol: 73.3

---

C2H8ClFeO2 as an isolated structure. Source: the Open Molecules 2025 dataset; level of theory: wB97M-V/def2-TZVPD.

```
14
Properties=species:S:1:pos:R:3
Fe -1.679 -1.850 -5.549
Cl -0.631 -1.546 -2.256
C 3.212 1.964 -0.860
O 3.701 3.187 -1.333
H 2.443 1.623 -1.554
H 3.896 1.116 -0.855
H 2.771 2.198 0.109
H 4.528 3.260 -0.851
C -3.242 -1.828 2.432
O -2.311 -0.793 2.049
H -2.821 -2.823 2.576
H -3.944 -1.598 3.233
H -3.993 -1.827 1.642
H -1.928 -1.082 1.217
```

HOMO level (alpha / beta) in eV: -12.07 / -12.07
LUMO level (alpha / beta) in eV: -9.481 / -9.761
Total charge: +1
Kohn-Sham gap (alpha / beta) in eV: 2.6 / 2.3
Expectation value of S²: 6.21
Spin multiplicity: 5
Energy above the lowest of the compared OMol25 structures with the same formula, charge and spin in kcal/mol: 96.1